Computed, not measured: a 4-piece molecular cluster, C49H38Br2NO7 overall in a non-equilibrium geometry, with ωB97M-V with the def2-TZVPD basis set.

Each line ends with the Löwdin charge.
Element x y z (Å)
C -3.153 1.759 0.974  -0.11
O -2.526 2.120 2.253  -0.24
C -1.343 1.275 2.547  -0.21
C -0.024 2.197 2.860  -0.14
C 1.249 1.399 3.511  -0.15
N 1.866 0.332 2.642  0.01
C 1.821 0.593 1.154  -0.58
Br 0.863 -0.777 -0.015  0.72
C 2.441 1.734 0.427  -0.57
C 3.283 2.886 1.232  -0.11
Br 2.267 1.812 -1.604  0.68
H -3.896 0.860 1.135  0.11
H -3.819 2.695 0.645  0.11
H -2.414 1.562 0.090  0.10
H -1.159 0.614 1.600  0.07
H -1.531 0.532 3.452  0.14
H -0.365 2.996 3.680  0.15
H 0.258 2.862 1.909  0.13
H 0.919 0.966 4.570  0.16
H 2.101 2.190 3.757  0.14
H 1.340 -0.565 2.839  0.15
H 2.892 0.218 2.901  0.19
H 4.024 3.401 0.465  0.10
H 3.807 2.516 2.210  0.09
H 2.514 3.730 1.550  0.10
C 7.531 -0.413 10.226  -0.05
C 8.289 -1.572 10.060  -0.04
C 8.007 -2.446 9.009  0.01
C 6.956 -2.166 8.127  -0.09
C 6.183 -1.020 8.307  -0.09
C 6.478 -0.135 9.352  0.01
C 5.041 -0.741 7.413  -0.28
O 4.363 0.268 7.569  0.09
C 4.722 -1.698 6.335  -0.08
C 3.607 -1.475 5.517  -0.01
C 3.306 -2.368 4.486  -0.09
C 4.120 -3.478 4.265  -0.05
C 5.228 -3.706 5.082  0.02
C 5.524 -2.819 6.126  -0.07
C 6.677 -3.087 7.007  -0.27
O 7.390 -4.065 6.816  0.11
H 7.756 0.273 11.039  0.11
H 9.101 -1.795 10.748  0.11
H 8.606 -3.346 8.882  0.13
H 5.888 0.769 9.491  0.12
H 2.968 -0.608 5.681  0.10
H 2.436 -2.195 3.855  0.08
H 3.890 -4.170 3.457  0.11
H 5.856 -4.577 4.906  0.13
C -0.292 -4.149 -3.252  -0.05
C 0.084 -2.968 -2.613  -0.09
C 0.675 -1.937 -3.344  -0.02
C 0.902 -2.091 -4.717  -0.08
C 0.549 -3.281 -5.351  -0.08
C -0.061 -4.309 -4.620  0.02
C 0.829 -3.474 -6.789  -0.27
O 0.515 -4.518 -7.347  0.11
C 1.499 -2.395 -7.541  -0.09
C 1.823 -2.587 -8.890  0.01
C 2.445 -1.566 -9.612  -0.05
C 2.737 -0.351 -8.993  -0.05
C 2.421 -0.159 -7.648  0.01
C 1.810 -1.187 -6.918  -0.09
C 1.512 -0.987 -5.486  -0.27
O 1.772 0.079 -4.940  0.07
H -0.761 -4.950 -2.685  0.11
H -0.084 -2.849 -1.545  0.05
H 0.962 -1.015 -2.839  0.05
H -0.352 -5.236 -5.111  0.13
H 1.596 -3.531 -9.382  0.12
H 2.701 -1.719 -10.659  0.11
H 3.216 0.447 -9.558  0.11
H 2.656 0.790 -7.170  0.12
C -7.174 5.726 -1.121  -0.06
C -8.453 5.884 -1.655  -0.05
C -9.008 4.876 -2.445  0.01
C -8.278 3.712 -2.712  -0.08
C -6.991 3.565 -2.198  -0.09
C -6.441 4.570 -1.391  0.00
C -6.192 2.363 -2.514  -0.28
O -5.062 2.231 -2.060  0.08
C -6.772 1.326 -3.391  -0.09
C -6.005 0.208 -3.745  0.00
C -6.550 -0.783 -4.563  -0.06
C -7.862 -0.667 -5.021  -0.05
C -8.627 0.448 -4.674  0.01
C -8.077 1.451 -3.865  -0.08
C -8.882 2.643 -3.533  -0.28
O -10.033 2.748 -3.939  0.10
H -6.744 6.508 -0.498  0.11
H -9.019 6.791 -1.455  0.11
H -10.009 5.004 -2.854  0.12
H -5.442 4.456 -0.975  0.11
H -4.981 0.109 -3.389  0.12
H -5.951 -1.648 -4.842  0.11
H -8.290 -1.443 -5.652  0.11
H -9.649 0.534 -5.039  0.12

Computed properties:
charge: +1
LUMO energy: -3.43 eV
orbital gap: 7.67 eV
energy relative to the best compared isomer or geometry (same formula, charge and spin): 96.5 kcal per mole
2S+1: 1